Entry 1:
Formula: C29H43F4INO15P
Source: OMol25
Level of theory: ωB97M-V/def2-TZVPD

Each line ends with the Mulliken charge.
Element x y z (Å)
C -1.034 -2.063 0.334  -0.93
C -1.409 -0.741 -0.313  -0.32
C -0.224 0.195 -0.595  0.27
O 0.995 -0.170 0.036  0.02
C 0.981 0.088 1.433  -1.15
C 2.241 0.689 2.037  0.83
P 2.131 0.108 3.878  -0.25
C 0.323 0.140 4.273  -0.59
O 2.361 -1.528 3.784  -0.52
C 3.621 0.160 1.629  -0.18
C 3.931 -0.047 0.147  -0.85
C 3.941 -1.540 -0.226  -1.07
C 3.674 -1.747 -1.716  -0.79
C 2.403 -2.527 -1.980  0.61
O 1.966 -3.389 -1.237  -0.65
O 1.850 -2.208 -3.172  -0.36
C 0.460 -2.485 -3.311  0.47
C 0.117 -2.415 -4.779  -1.47
C 4.543 1.181 2.334  -0.69
O 5.736 1.016 2.503  -0.67
N 3.767 2.247 2.745  -0.10
C 2.490 2.216 2.022  0.68
C 1.519 3.055 2.894  -1.45
C 0.094 3.210 2.350  0.53
C -0.376 4.659 2.188  -0.77
F 0.678 5.540 2.037  -0.31
C 2.497 2.963 0.640  -0.16
C 3.777 3.081 -0.175  -0.76
O 3.866 2.690 -1.328  -0.45
I 5.493 4.121 0.609  0.00
H -0.791 -1.910 1.381  0.02
H -1.906 -2.707 0.343  0.42
H -0.210 -2.564 -0.156  -0.06
H -1.860 -0.968 -1.272  0.55
H -2.158 -0.203 0.247  0.41
H -0.465 1.226 -0.322  -0.06
H -0.039 0.204 -1.660  -0.34
H 0.830 -0.875 1.919  0.22
H 0.095 0.669 1.668  0.67
H -0.136 1.090 4.037  0.11
H -0.183 -0.651 3.726  0.06
H 0.214 -0.070 5.328  0.57
H 2.132 -1.889 2.917  0.42
H 3.937 -0.767 2.101  1.20
H 4.901 0.389 -0.076  0.72
H 3.212 0.437 -0.500  -0.01
H 3.194 -2.036 0.381  0.55
H 4.930 -1.918 0.007  0.49
H 3.573 -0.805 -2.239  0.35
H 4.462 -2.337 -2.172  0.44
H 0.200 -3.469 -2.937  0.35
H -0.138 -1.751 -2.788  -0.23
H -0.929 -2.648 -4.944  0.35
H 0.292 -1.415 -5.158  0.28
H 0.725 -3.116 -5.339  0.42
H 4.225 3.141 2.836  0.50
H 1.467 2.629 3.890  0.70
H 2.004 4.016 3.011  0.85
H -0.047 2.719 1.397  -0.50
H -0.616 2.733 3.014  0.20
H -1.008 4.973 3.010  0.34
H -0.984 4.739 1.292  0.35
H 2.213 3.991 0.850  0.95
H 1.715 2.547 0.017  -0.21
C 1.513 3.489 -3.734  -0.29
C 0.276 4.297 -4.057  0.34
O -0.612 3.300 -4.556  -0.36
C -0.247 2.125 -3.964  0.58
O -0.924 1.155 -3.937  -0.46
O 0.968 2.218 -3.395  -0.15
F 0.502 5.229 -5.012  -0.30
H 2.165 3.392 -4.603  0.25
H 2.084 3.888 -2.900  0.10
H -0.187 4.779 -3.194  0.28
C -5.490 -1.492 3.040  -0.44
C -6.100 -0.737 1.881  0.51
O -5.264 0.404 1.793  -0.32
C -4.039 0.048 2.265  0.74
O -3.045 0.663 2.084  -0.51
O -4.110 -1.122 2.939  -0.31
F -7.371 -0.342 2.143  -0.31
H -5.892 -1.150 3.995  0.31
H -5.608 -2.570 2.963  0.28
H -6.080 -1.270 0.929  0.06
C -4.198 -5.414 -1.863  -0.45
C -5.634 -4.965 -2.019  0.28
O -5.646 -3.741 -1.303  -0.32
C -4.384 -3.224 -1.355  0.56
O -4.099 -2.111 -1.079  -0.36
O -3.506 -4.164 -1.772  -0.24
F -6.506 -5.828 -1.445  -0.30
H -4.055 -5.978 -0.941  0.28
H -3.835 -5.998 -2.704  0.26
H -5.942 -4.781 -3.049  0.29

Forces on atoms 1 to 6 (eV/Å):
-0.3897 0.2850 0.4704
0.3462 0.0638 -0.5111
-0.0390 -0.1921 -0.1343
0.2666 0.4841 -0.0239
0.2993 -0.4357 -0.6919
-0.4792 -0.6623 0.2687

Calculated values
total charge	0
spin multiplicity	1
SMILES	CCCOC[C@@]1(P(C)O)[C@@H](CCCC(=O)OCC)C(=O)N[C@@]1(CCCF)CC(=O)I.O=C1OC[C@@H](F)O1.O=C1OC[C@@H](F)O1.O=C1OC[C@@H](F)O1
calculated total energy	-3352.7467	Eh

---

Entry 2:
Formula: C6H10OSi
Source: OMol25
Level of theory: ωB97M-V/def2-TZVPD

Each line ends with the natural charge from an NBO analysis.
Element x y z (Å)
C 2.922 -0.519 0.498  -0.39
C 1.925 0.346 0.027  -0.28
C 2.300 -1.545 1.232  0.20
C 0.709 0.079 0.380  -0.15
C -2.427 -0.614 0.380  -1.11
C -1.143 1.395 -1.569  -1.10
O 0.986 -1.491 1.285  -0.50
Si -1.010 0.591 0.152  1.37
H 3.984 -0.456 0.373  0.23
H 2.057 1.254 -0.551  0.25
H 2.839 -2.469 1.373  0.19
H -2.415 -1.361 -0.501  0.24
H -2.381 -1.270 1.268  0.26
H -3.438 -0.219 0.420  0.25
H -0.220 1.341 -2.112  0.24
H -1.982 0.826 -2.128  0.24
H -1.607 2.428 -1.682  0.25
H -1.100 1.681 1.156  -0.20

Forces on atoms 1 to 6 (eV/Å):
-0.1713 -1.9641 1.6853
1.3142 1.5179 -0.6316
0.3093 1.5795 -2.6873
-0.9975 -4.5330 1.9302
0.3781 -2.3182 -0.8661
-2.7970 0.0275 -0.6341

Calculated values
total charge	0
spin multiplicity	1
energy relative to the best compared isomer or geometry (same formula, charge and spin)	237.8	kJ/mol

---

Entry 3:
Formula: C3H14N2O2S
Source: OMol25
Level of theory: ωB97M-V/def2-TZVPD

Each line ends with the natural charge from an NBO analysis.
Element x y z (Å)
N -1.017 1.297 -0.789  -0.68
C -0.946 0.008 -0.102  -0.11
C -1.151 -1.152 -1.082  -0.57
S 0.027 -1.015 -2.476  0.16
C -1.799 -0.008 1.288  -0.22
N -1.122 1.083 2.074  -0.71
H -0.114 1.870 -0.643  0.42
H 3.483 -3.182 -1.162  0.00
H 0.068 -0.115 0.280  0.24
H -2.172 -1.291 -1.495  0.24
H -0.934 -2.115 -0.617  0.26
H 3.106 -2.678 -1.605  0.00
H -2.836 0.303 1.132  0.22
H -1.712 -1.046 1.683  0.19
H -0.118 1.295 1.910  0.43
H -1.336 1.014 3.047  0.36
H 1.806 2.332 1.363  0.46
H -0.878 1.113 -1.896  0.36
O 1.256 1.518 1.190  -1.02
H 1.987 0.720 -0.046  0.49
H 1.855 -0.170 -1.374  0.45
O 2.548 0.219 -0.680  -0.97

Forces on atoms 1 to 6 (eV/Å):
2.4690 -0.0375 -2.9379
-0.1196 -0.0170 0.8391
-0.4316 0.1872 -0.5175
-0.7353 0.2824 1.0937
2.5810 1.2629 -1.1155
-2.1832 -1.5539 -0.5691

Calculated values
total charge	0
spin multiplicity	1
energy relative to the best compared isomer or geometry (same formula, charge and spin)	764.7	kJ/mol

---

Entry 4:
Formula: C11H25O7P
Source: OMol25
Level of theory: ωB97M-V/def2-TZVPD

Each line ends with the natural charge from an NBO analysis.
Element x y z (Å)
O 0.456 2.370 -1.797  -0.72
C 1.331 2.127 -0.690  -0.06
C 2.204 3.344 -0.431  -0.43
C 1.732 4.151 0.804  -0.68
P 2.260 3.438 2.431  0.28
H 0.135 1.489 -2.037  0.47
H 1.954 1.268 -0.931  0.16
H 0.743 1.913 0.198  0.16
H 2.218 3.971 -1.315  0.22
H 3.216 3.007 -0.245  0.20
H 2.101 5.166 0.745  0.23
H 0.649 4.144 0.803  0.23
H 3.522 2.907 2.093  -0.03
H 1.538 2.228 2.406  -0.03
C 0.946 -2.453 6.823  -0.64
C 0.335 -2.822 5.488  -0.07
O -0.790 -1.989 5.165  -0.49
C -0.490 -0.777 4.701  0.98
O 0.616 -0.350 4.487  -0.65
O -1.632 -0.126 4.475  -0.49
C -1.460 1.214 4.010  -0.26
H 0.188 -2.474 7.606  0.21
H 1.735 -3.159 7.082  0.22
H 1.376 -1.453 6.794  0.23
H -0.067 -3.833 5.521  0.19
H 1.068 -2.775 4.684  0.19
H -0.810 1.242 3.138  0.19
H -1.047 1.839 4.800  0.19
H -2.446 1.579 3.738  0.20
C -3.274 -2.271 -6.744  -0.64
C -2.560 -0.944 -6.606  -0.07
O -2.030 -0.756 -5.284  -0.49
C -0.894 -1.401 -5.025  0.98
O -0.267 -2.080 -5.794  -0.64
O -0.554 -1.142 -3.758  -0.50
C 0.625 -1.830 -3.324  -0.26
H -4.046 -2.368 -5.980  0.21
H -3.743 -2.344 -7.726  0.22
H -2.581 -3.103 -6.633  0.22
H -3.257 -0.121 -6.746  0.19
H -1.761 -0.839 -7.339  0.20
H 1.457 -1.647 -4.000  0.20
H 0.433 -2.898 -3.250  0.19
H 0.871 -1.440 -2.340  0.19

Forces on atoms 1 to 6 (eV/Å):
0.0517 -0.4664 0.1704
0.1096 0.2425 -0.4781
-0.2675 0.1130 0.6249
0.5636 -0.9572 -0.5394
-0.2949 0.5982 0.5859
-0.2189 0.4386 -0.2158

Calculated values
total charge	0
spin multiplicity	1
SMILES	CCOC(=O)OC.CCOC(=O)OC.OCCCP
calculated total energy	-1302.1454	Eh